The following is a quantum chemistry calculation of C37H45FeGeN13O7 as an isolated structure, from the OMol25 dataset.

Geometry as XYZ:
```
104
Properties=species:S:1:pos:R:3:forces:R:3
Fe 0.0338 0.9490 -1.6970 0.1 0.2 0.6
C 1.5613 -1.4090 -2.2735 -0.5 -1.4 -0.8
C 2.5281 -0.3133 -2.7279 1.4 -0.9 0.6
N 1.8706 0.9392 -2.9724 -1.2 -0.9 -0.1
C 1.3902 1.0204 -4.3654 1.3 0.1 -0.2
C 0.2115 1.9000 -4.5500 -0.5 0.2 -0.8
N -0.7350 1.5695 -3.5155 -1.7 -0.1 0.0
C -1.8960 0.6537 -3.8037 -0.2 1.5 1.5
C -0.6073 -1.6739 -3.5244 -0.9 0.3 -0.7
N 0.0931 -1.1312 -2.3456 0.5 -0.2 -0.1
H 1.7793 -2.3009 -2.9101 -0.2 0.3 0.8
H 1.7369 -1.6283 -1.2309 0.3 -0.3 0.2
H 3.2300 -0.1489 -1.8697 -0.3 -0.1 -0.9
H 3.1257 -0.7365 -3.5955 -0.5 0.9 0.8
H 2.5006 1.6578 -2.7096 0.4 1.1 -0.1
H 2.2173 1.4635 -4.9208 0.0 -0.6 -0.7
H 1.0855 0.0218 -4.7300 0.7 0.3 0.3
H 0.4932 2.9440 -4.4700 -0.1 0.2 0.1
H -0.1696 1.7315 -5.5805 0.0 0.3 0.5
H -1.1326 2.4062 -3.0963 -0.1 0.1 -0.3
H -2.7916 1.2221 -1.9343 0.4 0.2 -0.3
H -2.6559 1.2251 -4.3573 0.5 -0.6 -0.7
H -1.2375 -2.5448 -3.2229 0.5 0.7 -0.1
H 0.0705 -2.0855 -4.2727 0.4 0.1 0.2
H -0.3385 -1.6568 -1.5922 0.3 0.3 0.3
C -4.3286 -2.6720 -3.0666 0.4 -0.5 -0.7
N -3.4600 -1.5154 -3.2739 -0.1 -0.4 -1.2
C -3.3390 -0.6171 -2.3702 0.0 -0.1 1.1
N -2.4694 0.4303 -2.4800 -0.1 0.0 0.3
C -1.5851 -0.7189 -4.3401 -0.5 -1.4 -0.8
N -2.8268 -1.5443 -4.4697 0.7 1.0 -0.1
C -3.5079 -3.9219 -2.7706 -1.1 1.6 -0.5
C -3.1870 -4.8441 -3.7561 0.4 -0.7 -0.1
C -2.5287 -6.0256 -3.3532 0.0 1.8 0.2
C -2.0924 -6.1334 -2.0390 -1.1 0.4 -0.6
C -2.4038 -5.1816 -1.0810 0.0 0.2 -0.7
C -3.1422 -4.0481 -1.4570 1.0 -1.7 1.4
C -1.8853 -5.3599 0.2604 -0.5 0.8 -0.2
N -1.3106 -6.3596 0.8042 0.4 -0.8 -1.0
N -0.8896 -5.9833 2.0352 -1.1 1.4 1.3
C -1.3675 -4.7706 2.2100 1.2 -0.4 1.0
O -1.9476 -4.2817 1.0947 -0.2 -0.4 0.3
C -1.1917 -3.8740 3.3851 -0.1 0.3 -1.1
C -0.8071 -4.3606 4.6145 0.5 -0.4 1.3
C -0.4008 -3.4745 5.6410 -0.5 0.5 -0.2
C -0.4724 -2.0752 5.4242 -0.2 -2.0 -2.4
C -0.8828 -1.6150 4.1488 0.1 1.4 0.1
C -0.8391 -0.0935 3.7522 0.1 -1.2 0.2
N -0.1104 0.0958 2.4752 -0.5 0.0 -1.1
C -0.6219 0.3744 1.2609 0.6 -0.3 0.7
N 0.3386 0.3152 0.3465 -0.1 -0.2 -0.3
C 1.4486 -0.0381 1.0578 0.1 0.1 0.1
N 1.2162 -0.1689 2.3244 -0.6 -0.3 1.4
C -1.2597 -2.4841 3.1595 0.0 -1.4 -0.2
H -4.9341 -2.7588 -3.9608 0.0 -0.1 -0.2
H -4.9840 -2.4784 -2.2481 -0.5 0.3 0.6
H -3.8778 -0.6990 -1.4425 -0.2 -0.1 0.0
H -1.1837 -0.5623 -5.3547 -0.2 -0.4 0.2
H -3.4120 -4.6099 -4.8164 0.0 -0.4 0.9
H -2.2527 -6.7697 -4.0602 0.1 -0.5 -0.5
H -1.5782 -6.9903 -1.7422 0.9 -1.2 0.5
H -3.4010 -3.4023 -0.6216 -0.3 0.4 -0.6
H -0.7684 -5.4496 4.8048 0.0 0.8 -0.3
H -0.0314 -3.8910 6.5984 -0.3 0.4 -0.7
H -0.0527 -1.3683 6.0624 0.4 0.9 1.4
H -0.2832 0.4667 4.4729 0.3 0.3 0.6
H -1.8558 0.3522 3.7224 0.7 -0.3 -0.5
H -1.6550 0.5929 1.0720 -0.2 0.2 0.0
H 2.4641 -0.2018 0.6931 -0.6 0.2 -0.2
H -1.5270 -2.1921 2.1452 0.1 0.4 0.3
C 3.5420 1.6947 3.3755 0.4 0.6 1.9
Ge 4.7059 2.1232 1.9381 -1.0 0.0 -2.0
C 5.8391 3.5906 2.3891 1.3 0.5 -2.3
C 5.3851 0.5046 1.0320 1.2 -0.9 -0.6
C 3.5418 2.8962 0.5473 -0.1 -0.7 0.1
H 4.2426 1.7970 4.2327 -0.5 0.7 0.0
H 3.2400 0.6852 3.5843 -0.7 -0.4 -0.7
H 2.7274 2.4662 3.4311 0.7 -0.9 0.2
H 6.5220 3.4025 3.1690 0.7 -0.2 1.1
H 5.2603 4.4857 2.5737 -0.3 0.1 0.2
H 6.4869 3.8245 1.4698 -0.9 -0.3 1.2
H 4.5085 -0.1088 0.6767 0.9 0.5 0.5
H 6.0502 -0.1304 1.6866 -0.9 0.5 -0.5
H 6.0300 0.7099 0.1175 -0.9 0.0 1.1
H 2.5774 2.3971 0.3205 0.6 0.7 -0.1
H 3.8584 3.7443 -0.0615 -0.3 -0.2 0.0
O 0.5627 2.9879 -0.9427 0.8 -0.5 -0.5
C -0.5535 3.0923 -0.4097 -0.9 1.0 -0.1
O -1.5353 2.3731 -0.7852 0.3 0.4 0.8
C -0.6630 4.1127 0.7191 -1.6 -1.0 0.1
C -1.8490 4.2270 1.4850 -0.7 -0.9 -1.7
C -1.8332 4.8419 2.6918 -1.1 -0.2 1.0
C -0.7280 5.4169 3.2107 0.9 0.2 -1.4
C 0.3822 5.3965 2.4031 0.7 -0.9 -0.2
C 0.4758 4.7001 1.1917 0.5 0.6 0.8
N 1.5998 5.8502 3.0620 2.3 0.8 -0.6
O 2.7075 5.6803 2.5420 -1.4 -0.5 -0.3
O 1.4779 6.4297 4.1044 -0.5 0.3 1.0
N -2.9730 4.6030 3.6335 0.7 -0.5 0.8
O -2.7746 4.8655 4.8337 -0.9 -0.3 -2.3
O -3.9118 4.0017 3.1431 -0.1 0.6 1.0
H -2.8188 3.7936 1.1757 0.9 0.0 0.0
H -0.6902 5.8393 4.1571 0.0 0.6 1.5
H 1.4302 4.5385 0.7085 0.0 0.2 0.0
```
Positions in Å, forces in eV/Å.

The calculation puts the LUMO energy (spin up / spin down) at -3.079 / -3.101 eV. The value obtained for the energy relative to the best compared isomer or geometry (same formula, charge and spin) is 143.33 kJ/mol. For the HOMO energy (spin up / spin down), the calculation gives -10.0 / -10.0 eV. The charge is +1. The HOMO-LUMO gap (spin up / spin down) comes out at 6.920 / 6.893 eV. As for the expectation value of S²: 8.763. For the largest force on an atom, the calculation gives 3.1 eV/Å. Its spin multiplicity is 6.

These are the Mulliken partial charges, in e, on atoms 1 to 99: atom 1 (Fe): 1.668, atom 2 (C): -0.802, atom 3 (C): -0.667, atom 4 (N): -0.232, atom 5 (C): -0.559, atom 6 (C): -1.130, atom 7 (N): -0.262, atom 8 (C): -0.536, atom 9 (C): -0.669, atom 10 (N): 0.021, atom 11 (H): 0.490, atom 12 (H): 0.480, atom 13 (H): 0.258, atom 14 (H): 0.348, atom 15 (H): 0.314, atom 16 (H): 0.466, atom 17 (H): 0.277, atom 18 (H): 0.551, atom 19 (H): 0.369, atom 20 (H): 0.454, atom 21 (H): 0.341, atom 22 (H): 0.598, atom 23 (H): -0.287, atom 24 (H): 0.455, atom 25 (H): 0.298, atom 26 (C): -2.087, atom 27 (N): 0.742, atom 28 (C): -0.129, atom 29 (N): -0.018, atom 30 (C): 0.013, atom 31 (N): -1.307, atom 32 (C): 1.007, atom 33 (C): -0.241, atom 34 (C): -0.842, atom 35 (C): -1.032, atom 36 (C): 0.111, atom 37 (C): -0.078, atom 38 (C): 0.393, atom 39 (N): -0.412, atom 40 (N): -0.531, atom 41 (C): 0.583, atom 42 (O): -0.185, atom 43 (C): 0.168, atom 44 (C): -0.623, atom 45 (C): -0.558, atom 46 (C): -0.980, atom 47 (C): 0.829, atom 48 (C): -1.225, atom 49 (N): 0.827, atom 50 (C): -1.332, atom 51 (N): 1.174, atom 52 (C): -0.738, atom 53 (N): -0.717, atom 54 (C): -0.265, atom 55 (H): 0.501, atom 56 (H): 0.485, atom 57 (H): 0.389, atom 58 (H): 0.498, atom 59 (H): 0.439, atom 60 (H): 0.438, atom 61 (H): 0.617, atom 62 (H): 0.535, atom 63 (H): 0.452, atom 64 (H): 0.370, atom 65 (H): 0.486, atom 66 (H): 0.518, atom 67 (H): 0.258, atom 68 (H): 0.627, atom 69 (H): 0.099, atom 70 (H): 0.545, atom 71 (C): -1.110, atom 72 (Ge): 0.561, atom 73 (C): -1.142, atom 74 (C): -1.073, atom 75 (C): -1.306, atom 76 (H): 0.494, atom 77 (H): 0.459, atom 78 (H): 0.184, atom 79 (H): 0.425, atom 80 (H): 0.306, atom 81 (H): 0.302, atom 82 (H): 0.268, atom 83 (H): 0.372, atom 84 (H): 0.306, atom 85 (H): 0.485, atom 86 (H): 0.477, atom 87 (O): -0.656, atom 88 (C): 0.363, atom 89 (O): -0.821, atom 90 (C): 0.181, atom 91 (C): -0.442, atom 92 (C): -0.270, atom 93 (C): -0.527, atom 94 (C): -0.373, atom 95 (C): -0.195, atom 96 (N): 1.000, atom 97 (O): -0.590, atom 98 (O): -0.613, atom 99 (N): 1.024